[1]
A 2-piece molecular cluster, CH3ClOS2 overall, computed with the ωB97M-V functional and the def2-TZVPD basis.

Summary:
* orbital gap (spin up / spin down): 7.39 / 6.90 eV

Last column: Löwdin charge in e.
Atoms and positions in Å:
C -1.0298 -0.1502 0.4947  -0.64
O 1.2574 0.5458 -1.8936  -0.58
S -2.0411 -0.9797 -0.6723  0.59
S 1.6233 1.0712 -0.5805  0.55
Cl 2.6329 -0.4896 0.3552  0.15
H -0.3143 -0.8105 0.9299  -0.01
H -1.7324 0.2176 1.2577  0.05
H -0.3960 0.5954 0.1090  -0.11



[2]
C39H45N5OPb as an isolated structure, computed with the ωB97M-V functional and the def2-TZVPD basis.

Summary:
* net charge: -2
* orbital gap: 3.38 eV

Last column: Löwdin charge in e.
Atoms and positions in Å:
Pb -0.6465 -0.3183 -0.5776  1.25
N 0.4244 -4.0656 2.1183  0.02
N 0.2516 -2.5083 -2.5587  -0.02
C 0.8563 2.9268 -1.5112  -0.29
C 1.9538 2.0739 -1.1824  -0.29
C 1.9549 1.8936 0.2244  -0.29
C 2.8823 1.0843 1.0350  -0.08
H 3.8207 0.9038 0.4996  0.06
H 2.4370 0.1177 1.3210  0.04
H 3.1064 1.6144 1.9714  0.06
C 0.8481 2.6017 0.7712  -0.29
C 0.5222 2.6037 2.2164  -0.08
H 1.4202 2.8719 2.8118  0.06
H 0.2421 1.5631 2.5146  0.04
H -0.3213 3.2790 2.4378  0.06
C 0.1701 3.2491 -0.3029  -0.30
C -1.0384 4.0872 -0.1496  -0.10
H -1.8054 3.5828 0.4583  0.06
H -1.4733 4.3328 -1.1243  0.05
H -0.8010 5.0397 0.3504  0.06
C 2.9288 1.4431 -2.1139  -0.09
H 3.9617 1.6477 -1.7661  0.06
H 2.7977 1.8654 -3.1259  0.06
H 2.7933 0.3391 -2.1559  0.07
C 0.5235 3.4038 -2.8740  -0.08
H -0.5328 3.7040 -2.9343  0.06
H 0.6967 2.6004 -3.6051  0.05
H 1.1481 4.2640 -3.1762  0.07
C -0.4463 -4.9830 2.6234  -0.24
H -0.0912 -5.6299 3.4403  0.06
C -1.8012 -5.2900 2.2097  -0.19
H -2.3359 -6.1548 2.5887  0.03
C -2.3003 -4.5905 1.0702  -0.20
H -3.3057 -4.7896 0.6545  0.08
C -1.5053 -3.6118 0.5403  -0.12
H -1.6656 -3.0432 -0.4311  0.06
C -0.1621 -3.1903 1.1865  -0.43
C 0.3810 -1.9420 0.7537  -0.31
H 1.4398 -1.9371 0.4338  0.01
C -0.2822 -1.3188 -2.7206  -0.39
C 0.5619 -3.0824 -3.7290  -0.18
H 1.0325 -3.9846 -3.7546  0.05
C 0.3248 -2.1547 -4.7295  -0.11
H 0.5277 -2.2392 -5.8217  0.10
N -0.2608 -1.0043 -4.1110  -0.03
C -0.3845 0.2889 -4.7503  -0.11
C 0.6512 0.6437 -5.6480  -0.20
C 0.3559 1.7587 -6.4514  -0.02
H 1.0376 2.0561 -7.2059  0.09
C -0.8344 2.4640 -6.2591  -0.29
C -1.0720 3.6683 -7.1453  -0.08
H -1.6526 4.4560 -6.6079  0.08
H -1.6611 3.3265 -8.0258  0.07
H -0.1039 4.0851 -7.5142  0.07
C -1.8038 2.1244 -5.3110  -0.01
H -2.7178 2.6716 -5.2548  0.10
C -1.5680 1.0135 -4.4825  -0.20
C -2.5742 0.5702 -3.4961  -0.08
H -2.8172 -0.4958 -3.5644  0.09
H -3.5012 1.1309 -3.6488  0.07
H -2.3035 0.7902 -2.4564  -0.01
C 1.9335 -0.0811 -5.7595  -0.06
H 1.8475 -1.0861 -6.1737  0.05
H 2.4641 -0.1131 -4.8057  0.09
H 2.5821 0.4325 -6.4653  0.07
C 0.3515 -1.6574 6.8980  -0.02
N 0.8563 -1.5469 5.5472  -0.09
N 0.0460 -1.2308 4.4946  0.05
C 0.8491 -0.9590 3.4153  -0.37
O 0.3784 -0.2166 2.4497  -0.16
C 2.1425 -1.4524 3.7373  0.07
C 2.1346 -1.6739 5.1233  -0.26
C 3.2133 -1.9574 6.0966  -0.04
C -1.3166 -0.8216 4.5710  -0.17
C -1.7302 0.1892 5.4471  -0.03
C -3.0797 0.5798 5.4379  -0.10
C -3.9569 0.0067 4.5005  -0.11
C -3.5409 -0.9814 3.5863  -0.06
C -2.1906 -1.3568 3.5956  0.03
H 0.4223 -0.6918 7.4268  0.09
H 0.9643 -2.3885 7.4290  0.08
H -0.6856 -2.0100 6.8755  0.10
H 2.9668 -1.5146 3.0570  0.11
H 3.3678 -1.0987 6.7706  0.09
H 2.9930 -2.8386 6.7156  0.07
H 4.1596 -2.1287 5.5713  0.08
H -1.0029 0.6828 6.0972  0.11
H -3.4141 1.3214 6.1766  0.09
H -5.0063 0.3312 4.4825  0.09
H -4.2286 -1.4574 2.8723  0.11
H -1.8028 -2.0880 2.8758  0.11



[3]
C4H6N2S as an isolated structure, computed with the ωB97M-V functional and the def2-TZVPD basis.

Summary:
* orbital gap: 7.65 eV

Last column: Löwdin charge in e.
Atoms and positions in Å:
C 0.0023 0.2125 0.5979  -0.32
C 0.6717 1.5988 0.9040  -0.33
C -1.4669 0.6661 0.4033  -0.60
C 0.5741 -0.4816 -0.6198  -0.06
N -2.3889 -0.1665 0.2198  0.11
N -1.7431 2.0027 0.3220  -0.32
S -0.4568 2.8101 0.7694  1.04
H 0.1736 -0.3941 1.5267  0.15
H 1.5703 2.0999 0.8676  0.01
H 0.7625 0.2234 -1.3885  0.07
H 1.5061 -0.9717 -0.4320  0.07
H -0.2042 -1.2143 -0.9443  0.10
H -3.4456 0.0830 0.2215  0.10



[4]
A 10-piece molecular cluster, C40H66O17 overall, computed with the ωB97M-V functional and the def2-TZVPD basis.

Summary:
* spin multiplicity: 2
* ⟨S²⟩: 0.751
* net charge: -1
* orbital gap (spin up / spin down): 2.00 / 9.36 eV

Last column: Mulliken spin population.
Atoms and positions in Å:
C -1.6749 1.8828 -4.7902  -0.06
C -1.6432 0.3966 -5.0446  0.16
C -1.1801 -0.0518 -3.6640  -0.37
O -0.6432 0.9617 -2.8772  -0.32
C -1.3205 2.1472 -3.3402  0.84
H -2.6873 2.2576 -4.9402  -0.18
H -0.9038 2.3979 -5.3631  0.01
H -0.9791 -0.0305 -5.7961  0.01
H -2.6527 0.0182 -5.2051  0.03
H -0.3962 -0.8084 -3.6980  0.03
H -2.0261 -0.5482 -3.1885  0.23
H -0.6647 3.0135 -3.2542  -0.05
H -2.2363 2.2463 -2.7574  0.05
C 7.4042 1.3818 1.5505  0.00
C 6.4119 2.5588 1.2680  0.00
C 5.0454 1.7627 1.0933  0.00
O 5.2867 0.4179 1.4218  0.00
C 6.4423 0.3921 2.2447  0.00
H 8.2882 1.6684 2.1201  0.00
H 7.7175 0.9526 0.5988  0.00
H 6.7808 3.1077 0.4016  0.00
H 6.5282 3.2208 2.1261  0.00
H 4.5648 1.8301 0.1172  0.00
H 4.3148 2.1249 1.8165  0.00
H 6.7904 -0.6326 2.3743  0.00
H 6.2749 0.7404 3.2639  0.00
C -3.3366 -3.1662 -1.9018  -0.05
C -4.6937 -3.2380 -1.3327  -0.38
C -4.5724 -4.4380 -0.4537  0.09
O -3.3162 -5.1246 -0.7962  -0.03
C -2.8773 -4.6243 -2.0829  -0.01
H -2.6324 -2.6231 -1.2716  0.14
H -3.3785 -2.6776 -2.8753  0.00
H -5.4838 -3.4921 -2.0393  -0.02
H -4.9073 -2.2847 -0.8491  0.20
H -5.4448 -5.0716 -0.6130  0.00
H -4.4774 -4.1768 0.6003  -0.07
H -3.3761 -5.1833 -2.8746  -0.01
H -1.7918 -4.7222 -2.1014  0.02
O -1.8332 3.1807 7.6393  0.00
C -1.5078 3.0522 6.4621  0.03
O -1.7724 4.0362 5.4511  0.02
C -1.4022 3.5606 4.2484  -0.29
C -0.3118 2.5590 4.5551  0.11
C -0.6888 1.9119 5.8854  -0.01
H -0.9926 4.2907 3.5503  0.05
H -2.2358 3.1577 3.6732  0.07
H 0.6699 3.0319 4.5277  0.01
H -0.2919 1.8882 3.6962  -0.03
H 0.2295 1.6765 6.4234  -0.01
H -1.3528 1.0475 5.8934  0.01
O -0.8157 -3.1224 -6.2119  -0.01
C -0.0863 -3.7970 -5.5743  0.02
O -0.2911 -5.0807 -5.3339  0.00
C 0.6528 -5.6342 -4.4617  0.00
C 1.2984 -4.4032 -3.7638  0.01
C 1.0969 -3.2638 -4.8640  -0.01
H 1.4876 -6.1741 -4.9086  0.00
H 0.3062 -6.2228 -3.6123  0.00
H 2.3654 -4.5805 -3.6290  0.00
H 0.8095 -4.2479 -2.8021  0.00
H 1.9618 -3.0982 -5.5064  0.00
H 0.8488 -2.3290 -4.3612  0.01
O -4.3989 1.3117 4.3751  -0.09
C -4.7857 1.0198 3.2280  0.56
O -6.0279 1.0771 2.8571  -0.38
C -6.2456 0.8414 1.4373  0.58
C -4.8211 0.5823 0.8790  1.03
C -4.0025 0.4493 2.0885  -0.20
H -6.9190 1.5330 0.9310  -0.28
H -6.7640 -0.1174 1.4369  -0.04
H -4.4904 1.4426 0.2971  0.07
H -4.8082 -0.2655 0.1940  -0.22
H -3.0357 0.9065 1.8777  -0.11
H -3.8113 -0.6157 2.2202  -0.10
O 7.0929 -1.2811 -4.3067  0.00
C 6.0588 -1.2558 -3.5695  0.00
O 5.0395 -2.0246 -3.8708  0.00
C 3.8632 -1.7019 -3.2074  0.01
C 4.5076 -1.0221 -2.0021  -0.01
C 5.7967 -0.3180 -2.4504  0.00
H 3.3086 -2.5622 -2.8327  0.00
H 3.1773 -1.0966 -3.8000  0.00
H 4.7249 -1.6988 -1.1757  0.00
H 3.8144 -0.2154 -1.7635  0.01
H 6.5442 -0.2356 -1.6614  0.00
H 5.5151 0.7129 -2.6654  0.00
O 1.0232 -1.7259 -1.4864  0.01
C 0.8774 -0.6669 -0.7109  -0.11
O 1.8217 0.2842 -0.5899  0.02
C 1.4470 1.4518 0.1881  0.01
C -0.0252 1.1154 0.5423  -0.75
C -0.3158 -0.3618 0.1537  -0.05
H 1.5324 2.3343 -0.4459  -0.01
H 2.1465 1.6497 1.0003  0.00
H -0.7246 1.7547 0.0036  0.07
H -0.3701 1.2625 1.5658  0.13
H -1.2995 -0.5671 -0.2685  0.34
H -0.1760 -0.7848 1.1485  0.01
O 1.1387 -0.3605 3.4378  -0.03
C 1.0307 -1.4906 3.7785  0.01
O 1.6746 -2.5561 3.1087  -0.02
C 1.2379 -3.7719 3.5594  0.03
C 0.6056 -3.4947 4.8867  -0.02
C 0.0655 -2.0308 4.8322  0.03
H 2.0716 -4.4736 3.5885  0.00
H 0.5603 -4.1992 2.8202  0.01
H 1.3940 -3.5690 5.6358  0.00
H -0.0813 -4.3003 5.1460  -0.02
H 0.0749 -1.4988 5.7835  0.00
H -0.9248 -2.0803 4.3795  0.01
O 0.5610 5.5807 0.4020  -0.05
C -0.6713 5.5863 0.5482  -0.03
O -1.3517 4.5163 0.8946  -0.62
C -2.7325 4.8189 0.9224  -0.04
C -2.9112 5.9068 -0.0457  0.37
C -1.6301 6.6361 0.1172  0.23
H -3.0064 5.1078 1.9372  -0.03
H -3.3680 3.9760 0.6509  0.73
H -3.7295 6.5293 0.3162  0.00
H -3.1054 5.5221 -1.0469  -0.23
H -1.4822 7.4924 0.7751  -0.06
H -1.3881 6.9149 -0.9083  -0.06



[5]
C18H16CoNSSe3Te as an isolated structure, computed with the ωB97M-V functional and the def2-TZVPD basis.

Summary:
* spin multiplicity: 4
* ⟨S²⟩: 3.779
* net charge: -1
* orbital gap (spin up / spin down): 6.03 / 5.34 eV

Last column: Mulliken spin population.
Atoms and positions in Å:
Co -0.1333 0.3842 0.6630  1.93
C 0.2134 3.6230 4.2881  0.00
C -0.2548 2.3227 3.7121  0.02
C 0.2286 1.1178 4.2265  -0.01
C -0.1906 -0.0947 3.7188  0.04
C -1.1164 -0.1472 2.6707  -0.01
C -1.6148 1.0608 2.1406  0.03
C -1.1675 2.2775 2.6695  -0.01
H 1.2537 3.7899 4.0029  0.00
H 0.1635 3.6076 5.3768  0.00
H -0.3769 4.4603 3.9259  0.00
H 0.9250 1.1369 5.0516  0.00
H 0.1858 -1.0123 4.1514  0.00
H -1.5830 -1.0954 2.4273  -0.01
H -2.4851 1.0425 1.4846  0.00
H -1.5745 3.2014 2.2804  0.01
Se 2.6792 0.1819 -1.1542  0.35
Se 3.9505 1.8018 -1.9792  0.51
Te 3.1132 2.8896 1.6314  0.05
Se 2.1766 0.6904 1.1031  0.08
S -0.4433 2.3059 -3.3193  0.00
C 0.5678 3.2156 -2.2627  -0.01
C 0.4165 2.7899 -0.9880  0.02
N -0.4684 1.7651 -0.8194  0.01
C -1.0092 1.4226 -1.9545  -0.01
H 1.2116 3.9844 -2.6343  0.01
H 0.9334 3.2038 -0.1339  0.00
H -1.7317 0.6363 -2.0612  0.00
C -0.2447 -1.2435 -0.3573  0.05
C -0.1857 -2.0997 -1.2264  -0.06
C -0.2258 -3.1224 -2.2013  -0.01
C -1.4222 -3.8087 -2.4351  0.00
C -1.4974 -4.7945 -3.3967  0.00
C -0.3800 -5.1200 -4.1490  0.00
C 0.8170 -4.4616 -3.9131  0.00
C 0.9003 -3.4726 -2.9526  0.00
H -2.2904 -3.5479 -1.8466  0.00
H -2.4294 -5.3208 -3.5619  0.00
H -0.4448 -5.8803 -4.9170  0.00
H 1.6965 -4.7294 -4.4833  0.00
H 1.8373 -2.9608 -2.7779  0.00



[6]
One molecule with the formula C5H10O, computed with the ωB97M-V functional and the def2-TZVPD basis.

Summary:
* SMILES string: C[C@H]1CCCO1
* orbital gap: 10.74 eV

Last column: Löwdin charge in e.
Atoms and positions in Å:
C -1.4083 0.6219 1.5005  -0.05
C -0.0286 0.0741 0.9240  -0.45
C -0.5275 -0.5625 -0.3401  -0.16
C 0.7212 -0.7563 -1.4167  -0.14
C 1.6456 0.3374 -0.9028  -0.05
O 0.9582 0.9890 0.4936  -0.14
H -1.2983 0.8018 2.5636  0.06
H -2.2737 -0.0761 1.3980  0.08
H -1.6991 1.5452 0.9872  0.08
H 0.3804 -0.6323 1.6792  0.14
H -1.1410 -1.4376 -0.0949  0.11
H -1.1325 0.2117 -0.8300  0.11
H 0.2771 -0.5599 -2.4053  0.10
H 1.1646 -1.7692 -1.4338  0.10
H 1.6960 1.2314 -1.5205  0.10
H 2.6418 -0.0121 -0.6071  0.10